Computed, not measured: a structure of composition C10H20AsClF6SbV, with the ωB97M-V functional and the def2-TZVPD basis.

Positions of all 40 atoms, in Å:
H (0.684, -1.627, 3.897)
H (1.931, 2.561, 3.663)
H (5.494, -1.625, -1.294)
C (4.237, -1.901, 1.135)
Cl (-0.688, 0.542, -1.630)
F (1.095, 3.302, 1.271)
H (-2.297, 0.861, 3.200)
C (-1.012, 0.154, 0.083)
F (-1.222, 2.972, 1.035)
F (0.094, 3.476, -0.830)
H (1.868, 1.149, 4.753)
C (4.532, -1.115, -1.237)
H (5.226, 0.614, 1.701)
H (-1.486, 2.337, 3.763)
C (1.949, 1.475, 3.717)
C (2.983, 0.004, 0.281)
H (1.103, -1.819, 2.174)
H (3.468, -2.607, 0.817)
H (4.561, -0.256, -1.907)
H (3.757, -1.799, -1.581)
C (4.281, -0.674, 0.214)
H (-0.758, -0.883, 0.263)
C (1.901, 0.566, 0.336)
H (5.413, 1.178, 0.034)
F (0.944, 5.578, 0.254)
V (0.319, 1.684, 0.186)
Sb (0.314, 0.693, 2.646)
H (-2.041, 0.417, 0.314)
As (-0.218, 4.450, 0.692)
C (-1.422, 1.253, 3.716)
H (2.868, 1.099, 3.273)
H (6.348, -0.206, 0.610)
F (-1.533, 5.223, -0.006)
C (5.381, 0.294, 0.670)
F (-0.452, 4.993, 2.270)
H (5.200, -2.411, 1.098)
H (4.048, -1.615, 2.171)
H (-0.607, -1.806, 2.692)
C (0.386, -1.398, 2.875)
H (-1.373, 0.837, 4.721)

Forces on atoms 1 to 2 (eV/Å):
0.0 0.0 0.0
0.0 0.0 0.0

## Properties
- Max |F|: 0.255 eV/A
- Energy: -132579.81929 eV
- ⟨S²⟩: 0.803
- Highest occupied orbital energy (spin up / spin down): -12.910 / -12.818 eV
- ΔE to the lowest compared entry with this formula, charge and spin: 1.0356 eV
- E_LUMO (spin up / spin down): -4.94 / -4.28 eV
- Spin multiplicity: 2
- Charge: +1

Löwdin population analysis, charges in e, atoms 1 to 4: atom 1 (H): 0.031, atom 2 (H): 0.022, atom 3 (H): 0.095, atom 4 (C): -0.041